Entry 1:
{"formula": "C28H48N4O4PSeSr", "method": "the ωB97M-V functional and the def2-TZVPD basis", "total_charge": -1, "symbols": ["Sr", "C", "C", "C", "O", "C", "O", "O", "H", "H", "H", "H", "H", "H", "H", "N", "P", "N", "C", "C", "C", "C", "C", "N", "C", "C", "C", "C", "C", "N", "C", "C", "C", "C", "C", "H", "H", "H", "H", "H", "H", "H", "H", "H", "H", "H", "H", "H", "H", "H", "H", "H", "H", "H", "H", "H", "H", "H", "H", "H", "H", "H", "H", "H", "H", "Se", "C", "C", "C", "C", "C", "C", "H", "H", "H", "H", "H", "C", "C", "C", "O", "H", "H", "H", "H", "H", "H"], "coordinates": [[-0.95310, 0.60216, -2.12103], [2.55157, 1.30520, -4.89971], [1.80014, 1.26216, -3.58390], [2.70042, 0.89069, -2.41099], [0.74335, 0.27344, -3.67334], [1.13721, 2.64139, -3.26929], [1.78953, 3.64307, -3.53761], [-0.00140, 2.59271, -2.68651], [3.18168, 0.41804, -5.01224], [3.16920, 2.20036, -4.92902], [1.84362, 1.34094, -5.72794], [3.15980, -0.08671, -2.59113], [2.13824, 0.83234, -1.47456], [3.49419, 1.63259, -2.30246], [1.08860, -0.59813, -3.92186], [-0.26795, -0.23741, -0.07701], [0.25732, 0.18323, 1.29036], [1.21012, 1.59168, 1.35210], [0.65345, 2.78480, 0.72739], [1.74353, 3.66266, 0.12830], [2.81541, 3.99378, 1.16142], [3.32161, 2.72158, 1.83253], [2.15260, 1.93722, 2.41241], [-0.96549, 0.41663, 2.42182], [-2.35077, 0.07565, 2.14731], [-3.25980, 1.15788, 2.70981], [-3.13488, 1.23127, 4.24281], [-1.78567, 0.67322, 4.71387], [-0.67292, 0.99843, 3.72644], [1.28466, -0.88101, 2.14346], [2.52591, -1.18935, 1.41363], [2.37749, -2.43241, 0.55225], [2.11866, -3.66621, 1.43492], [1.52268, -3.24871, 2.78462], [0.57087, -2.07454, 2.62550], [0.07810, 3.36119, 1.47389], [-0.03765, 2.49115, -0.06182], [1.29239, 4.57342, -0.27154], [2.18775, 3.14851, -0.72733], [2.38499, 4.64730, 1.93135], [3.63630, 4.54870, 0.70051], [4.04398, 2.95190, 2.62129], [3.82906, 2.09323, 1.09198], [1.65599, 2.56849, 3.17088], [2.47947, 1.03737, 2.92476], [-2.62244, -0.89997, 2.58258], [-2.45357, -0.03167, 1.06889], [-4.29605, 0.98119, 2.41331], [-2.95821, 2.10855, 2.26127], [-3.94202, 0.66638, 4.71655], [-3.24722, 2.26588, 4.57749], [-1.84792, -0.41400, 4.81431], [-1.52894, 1.06262, 5.70207], [0.28104, 0.60946, 4.09580], [-0.55809, 2.09144, 3.65797], [3.35554, -1.31415, 2.12316], [2.77775, -0.32808, 0.79378], [3.27596, -2.56516, -0.05715], [1.53797, -2.24745, -0.12383], [3.04361, -4.22600, 1.59931], [1.43269, -4.35372, 0.93066], [2.32071, -2.97656, 3.48150], [0.98571, -4.08275, 3.24308], [0.09332, -1.83902, 3.58109], [-0.23208, -2.35958, 1.92923], [-2.74790, -1.30602, -3.64160], [-4.32222, -0.58598, -2.83711], [-5.26446, 0.13990, -3.57803], [-6.39313, 0.68815, -2.98809], [-6.62513, 0.53936, -1.62557], [-5.70273, -0.17339, -0.87092], [-4.57653, -0.72589, -1.46533], [-5.09153, 0.27210, -4.63933], [-7.09244, 1.24295, -3.60334], [-7.50220, 0.97052, -1.15964], [-5.85591, -0.30285, 0.19483], [-3.86916, -1.28263, -0.86031], [2.30402, -4.04881, -2.77686], [0.93953, -3.48784, -3.06085], [-0.24454, -4.13079, -2.39178], [0.78570, -2.54484, -3.81068], [2.31870, -5.11819, -2.99795], [2.52169, -3.94097, -1.71346], [3.05668, -3.52823, -3.36374], [-0.33306, -5.16704, -2.73015], [-1.14866, -3.56957, -2.61745], [-0.08478, -4.15721, -1.31007]], "forces_ev_per_angstrom": [[-1.713, -0.764, 0.516], [0.059, 0.009, 0.019], [-0.103, -0.147, -0.078], [0.193, 0.031, -0.005], [0.803, 0.082, -0.605], [-0.238, 0.045, 0.191], [0.113, 0.063, -0.043], [0.746, 0.680, -0.412], [-0.014, -0.013, -0.018], [0.039, -0.028, -0.006], [-0.004, 0.035, -0.002], [-0.001, 0.000, -0.004], [-0.054, 0.005, -0.023], [-0.012, -0.007, 0.002], [0.019, 0.014, 0.012], [0.356, 0.021, 0.619], [-0.353, 0.008, -0.478], [0.176, -0.030, 0.233], [-0.033, -0.052, -0.060], [-0.017, 0.075, -0.044], [-0.016, 0.048, 0.026], [0.075, -0.065, -0.049], [-0.226, 0.064, -0.025], [0.079, 0.012, 0.309], [0.032, -0.064, -0.021], [-0.047, 0.022, -0.024], [-0.001, -0.004, 0.018], [0.011, -0.019, 0.038], [-0.053, 0.021, -0.019], [0.232, -0.044, -0.063], [-0.007, 0.114, 0.109], [0.036, -0.059, -0.054], [-0.001, -0.030, -0.044], [-0.019, -0.077, 0.082], [-0.053, 0.050, 0.005], [0.008, 0.033, -0.002], [0.019, -0.005, 0.056], [0.004, -0.009, -0.006], [0.006, -0.016, 0.064], [0.005, -0.004, -0.003], [0.000, -0.012, -0.011], [-0.009, 0.024, 0.011], [0.009, 0.006, 0.020], [0.038, 0.012, -0.010], [0.049, -0.100, -0.057], [-0.012, 0.002, 0.023], [0.008, 0.043, -0.013], [0.004, -0.012, -0.004], [-0.007, 0.001, 0.003], [-0.003, -0.004, -0.010], [0.018, 0.006, -0.011], [-0.006, 0.000, -0.011], [-0.004, 0.013, -0.009], [0.005, -0.019, -0.011], [-0.025, 0.001, 0.003], [-0.020, -0.013, 0.009], [-0.030, 0.007, -0.026], [-0.004, -0.018, 0.002], [-0.010, 0.012, 0.018], [0.012, 0.022, 0.018], [-0.018, 0.031, -0.010], [-0.002, 0.041, -0.012], [0.014, -0.005, -0.015], [0.000, -0.012, 0.002], [0.014, -0.007, -0.024], [-0.224, -0.194, -0.221], [-0.107, 0.177, 0.212], [0.088, -0.053, -0.112], [0.003, -0.002, 0.009], [0.061, -0.041, -0.013], [-0.025, 0.028, 0.011], [0.130, -0.055, 0.001], [-0.013, 0.004, 0.006], [-0.018, 0.005, 0.020], [-0.010, 0.010, -0.015], [-0.008, 0.002, 0.001], [0.002, -0.011, 0.000], [0.043, -0.102, 0.059], [-0.395, 0.270, -0.150], [0.160, -0.056, 0.108], [0.271, -0.022, 0.056], [0.021, 0.004, -0.027], [0.007, 0.005, 0.010], [0.006, -0.011, -0.005], [-0.027, 0.015, -0.003], [-0.031, 0.000, -0.021], [-0.002, 0.015, -0.012]], "lowdin_charge": [1.26, -0.02, -0.51, -0.01, -0.23, -0.64, 0.03, -0.25, 0.08, 0.08, 0.09, 0.09, 0.06, 0.10, 0.07, -0.44, 0.48, -0.20, -0.22, -0.17, -0.21, -0.19, -0.24, -0.21, -0.23, -0.18, -0.20, -0.19, -0.23, -0.21, -0.23, -0.20, -0.20, -0.19, -0.23, 0.12, 0.07, 0.12, 0.09, 0.11, 0.10, 0.10, 0.11, 0.11, 0.10, 0.11, 0.08, 0.10, 0.11, 0.10, 0.10, 0.10, 0.11, 0.10, 0.11, 0.11, 0.09, 0.10, 0.08, 0.10, 0.10, 0.11, 0.11, 0.10, 0.11, 0.46, -0.74, -0.16, -0.12, -0.13, -0.12, -0.16, 0.09, 0.09, 0.09, 0.09, 0.09, -0.01, -0.47, -0.01, 0.04, 0.09, 0.06, 0.08, 0.09, 0.02, 0.08]}

---

Entry 2:
{"formula": "C28H49B2F2NO11S2Si", "method": "the ωB97M-V functional and the def2-TZVPD basis", "total_charge": 0, "symbols": ["C", "Si", "C", "C", "C", "C", "F", "F", "C", "B", "O", "O", "C", "O", "S", "O", "O", "C", "S", "C", "B", "O", "O", "C", "C", "C", "C", "O", "C", "O", "O", "C", "C", "C", "C", "C", "C", "H", "H", "H", "H", "H", "H", "H", "H", "H", "H", "H", "H", "H", "H", "H", "H", "H", "H", "H", "H", "H", "H", "H", "H", "H", "H", "H", "H", "H", "C", "C", "N", "C", "C", "C", "C", "C", "O", "C", "H", "H", "H", "H", "H", "H", "H", "H", "H", "H", "H", "H", "H", "H", "H", "H", "H", "H", "H", "H"], "coordinates": [[4.56116, -2.64603, 5.20510], [4.76093, -1.08870, 4.13142], [4.67501, 0.45885, 5.26702], [3.47916, -0.86092, 2.75911], [2.01922, -1.43235, 3.10271], [0.91445, -0.82685, 2.17998], [1.58547, -0.73865, 0.94563], [0.02350, -1.92588, 1.91704], [0.13656, 0.44852, 2.64199], [0.95581, 1.05316, 3.90416], [0.69374, 0.68768, 5.27807], [2.10620, 1.85941, 3.82557], [-1.17295, -0.20812, 3.33097], [-1.91735, 0.68350, 4.18315], [-2.41823, 2.05358, 3.46577], [-3.79487, 1.79873, 3.01864], [-2.53303, 3.04505, 4.53995], [-1.29951, 2.62111, 2.07636], [-2.62749, 3.10590, 0.79695], [-0.79741, 4.07448, 2.38143], [0.31832, 4.43457, 3.45827], [0.06845, 4.69609, 4.84584], [1.67367, 4.55757, 3.05911], [-0.28712, 1.51954, 1.50531], [-1.02417, 0.66475, 0.41959], [-0.85500, 1.28191, -1.10460], [0.40692, 0.60959, -1.99056], [-1.17929, 0.35013, -2.16397], [0.94017, 2.23779, 0.84154], [2.12751, 1.90237, 1.00625], [0.81243, 3.30080, 0.06609], [6.48541, -0.96422, 3.27565], [6.68196, -1.27491, 1.85193], [7.97675, -1.13956, 1.17604], [9.09851, -0.68987, 1.97943], [8.95748, -0.38020, 3.38678], [7.65051, -0.51979, 4.03027], [5.51038, -3.24859, 5.22902], [3.66959, -3.27802, 4.96749], [4.41339, -2.28879, 6.26682], [4.48605, 1.34897, 4.60564], [5.70279, 0.63039, 5.69724], [3.90230, 0.36820, 6.06743], [3.83383, -1.39861, 1.83510], [3.42670, 0.22228, 2.45393], [1.80672, -1.54411, 4.18905], [2.12154, -2.50203, 2.74892], [0.06333, 1.35192, 5.62830], [2.03903, 2.48245, 4.57813], [-0.75334, -0.98184, 4.02796], [-1.89689, -0.62632, 2.59509], [-3.24932, 4.22280, 1.27663], [-1.72219, 4.62838, 2.74022], [-0.56443, 4.65486, 1.44424], [-0.01621, 5.66949, 4.87514], [1.81594, 5.35521, 2.52456], [-0.64475, -0.35612, 0.19025], [-2.12511, 0.50056, 0.57051], [-1.04478, 2.40190, -1.26015], [0.49491, -0.44294, -2.35913], [0.86248, 0.34227, -0.97962], [5.84659, -1.61079, 1.18880], [8.04551, -1.36511, 0.08469], [10.08236, -0.57521, 1.47520], [9.84134, -0.03369, 3.97293], [7.59582, -0.23600, 5.10747], [-4.38870, -1.47147, -3.30308], [-4.37541, -0.69722, -4.60702], [-3.42405, -1.25049, -5.66503], [-2.01766, -1.19850, -5.09522], [-3.38964, -0.31787, -6.87049], [-4.67311, -0.18974, -7.67281], [-3.67936, -2.71389, -6.03571], [-5.08638, -3.10434, -6.47921], [-6.03666, -2.86215, -5.46138], [-7.35341, -2.63232, -5.95205], [-3.43279, -1.40706, -2.77901], [-5.14007, -1.03768, -2.64119], [-4.63978, -2.52293, -3.43224], [-4.05425, 0.32916, -4.41305], [-5.37024, -0.64469, -5.03798], [-1.81920, -0.18074, -4.76071], [-1.31777, -1.48673, -5.87900], [-1.94161, -1.89840, -4.26762], [-2.58636, -0.66570, -7.52138], [-3.10775, 0.66250, -6.48344], [-4.76335, -0.98941, -8.40530], [-4.63429, 0.73261, -8.25623], [-5.57269, -0.14790, -7.06178], [-3.41621, -3.29610, -5.15233], [-2.96543, -2.95391, -6.82644], [-5.08460, -4.18305, -6.67906], [-5.36652, -2.61845, -7.41186], [-7.50100, -3.02957, -6.95859], [-7.54759, -1.55584, -5.95253], [-8.06060, -3.10874, -5.27408]], "forces_ev_per_angstrom": [[0.173, -0.149, 0.895], [0.223, 1.160, -0.025], [0.650, 0.149, -0.370], [-0.709, -0.023, -0.454], [1.299, -1.038, -0.737], [1.567, -1.616, -1.172], [-1.298, 0.368, 1.081], [0.242, 1.234, 0.344], [-1.181, 0.064, 0.741], [2.441, 0.590, 1.561], [-1.046, 0.964, -1.366], [-2.369, -0.080, -0.360], [0.848, -0.594, -0.303], [1.060, 1.328, -1.100], [-4.883, 1.134, 2.986], [2.224, -0.914, -0.751], [2.040, -0.987, -1.159], [-0.653, 1.483, -1.058], [-0.001, -0.738, -1.014], [-0.813, 1.425, 1.059], [1.748, -0.126, 0.528], [-0.252, 0.271, -1.730], [-1.470, 0.935, 0.572], [-0.408, -1.194, -0.015], [-0.199, 0.297, -3.407], [-0.833, -0.294, -1.906], [-0.019, -0.106, 0.870], [-0.414, 1.217, 4.251], [3.638, 4.222, -2.647], [-1.356, -2.266, 1.482], [-2.861, -2.328, 1.726], [1.722, -0.090, -1.039], [1.572, 0.472, 0.241], [-0.872, 0.472, 2.692], [-1.106, -0.184, 0.160], [-1.726, -0.657, -0.904], [0.903, -0.154, -1.854], [-1.017, 0.348, -0.206], [0.861, 0.363, 0.021], [0.095, -0.331, -1.009], [-0.057, -0.831, 0.710], [-1.115, -0.213, -0.035], [0.613, 0.239, -0.595], [-0.468, 0.504, 0.883], [0.069, -0.904, 0.411], [-0.229, 0.707, -0.658], [-0.557, 1.033, 0.392], [0.170, -0.749, 0.130], [0.698, -0.586, -0.183], [-0.875, 0.598, -0.723], [0.770, 0.087, 0.490], [0.748, -0.633, 0.447], [0.920, -0.791, 0.027], [0.225, -1.439, 0.600], [0.173, -0.588, 0.535], [0.158, -0.738, -0.305], [0.142, 0.694, 0.945], [0.882, 0.577, 0.026], [0.582, -1.896, 0.030], [1.169, 1.169, -0.940], [-0.997, -0.891, -0.175], [0.640, 0.365, 0.959], [0.117, 0.265, 1.178], [-0.753, -0.052, 0.561], [-0.901, -0.338, -0.590], [-0.152, -0.383, -1.026], [0.322, -0.211, 0.133], [-0.125, 0.139, 0.148], [0.402, -0.009, -0.010], [-0.227, -0.057, -0.123], [-0.289, 0.016, 0.042], [-0.005, -0.031, -0.299], [-0.297, 0.291, 0.205], [-0.116, -0.106, 0.117], [0.110, -0.021, -0.271], [-0.020, 0.118, 0.240], [-0.070, 0.139, -0.004], [0.021, 0.041, -0.130], [-0.122, 0.080, -0.077], [0.197, -0.092, -0.140], [0.097, -0.179, -0.074], [0.052, -0.119, 0.117], [-0.071, 0.037, 0.027], [-0.002, 0.156, 0.015], [0.028, -0.037, 0.161], [0.075, -0.168, 0.150], [-0.110, -0.022, 0.076], [0.077, 0.008, 0.161], [0.023, -0.003, -0.003], [0.017, 0.101, -0.044], [-0.056, 0.031, 0.040], [0.323, 0.013, -0.111], [-0.020, 0.089, 0.046], [0.041, -0.042, 0.050], [-0.105, 0.008, -0.128], [0.058, -0.004, -0.031]], "lowdin_charge": [-0.18, 0.60, -0.18, -0.22, -0.11, -0.36, 0.04, 0.00, -0.09, -0.55, 0.10, 0.14, -0.12, -0.22, 0.68, -0.35, -0.28, -0.53, 0.85, -0.15, -0.56, 0.09, 0.12, -0.22, -0.10, -0.21, -0.03, -0.22, -0.60, 0.02, -0.09, -0.23, -0.08, -0.08, -0.11, -0.09, -0.10, 0.03, 0.03, 0.04, 0.04, 0.02, 0.04, 0.07, 0.09, 0.12, 0.13, 0.12, 0.12, 0.15, 0.14, -0.07, 0.10, 0.11, 0.11, 0.12, 0.11, 0.11, 0.11, 0.11, 0.06, 0.08, 0.10, 0.09, 0.09, 0.09, -0.04, -0.15, -0.25, 0.02, -0.15, -0.05, -0.06, -0.20, -0.21, -0.07, 0.07, 0.10, 0.08, 0.14, 0.10, 0.11, 0.11, 0.10, 0.13, 0.14, 0.08, 0.10, 0.08, 0.13, 0.14, 0.14, 0.10, 0.09, 0.09, 0.10]}

---

What Kohn-Sham gap values result from the calculations? In sequence: 6.78; 5.70 eV.